# C10H20O4

3 unconnected molecules or ions with the total composition C10H20O4 at a distorted geometry (ωB97M-V/def2-TZVPD, the Open Molecules 2025 dataset).

Summary:
Charge   0
HOMO energy   -0.342 hartree
LUMO energy   0.53 eV
Relative energy (zero: lowest compared OMol25 entry of this formula, charge and spin)   32.2 kcal per mole
HOMO-LUMO gap   9.82 eV

Last column: Mulliken charge in e.
Atoms and positions in Å:
C: 6.783 -21.567 -10.281  -0.175
C: 6.426 -20.776 -8.986  0.308
O: 7.031 -19.776 -8.674  -0.604
C: 5.255 -21.288 -8.173  -0.105
H: 6.646 -22.643 -10.178  -1.050
H: 7.798 -21.346 -10.612  0.378
H: 6.036 -21.214 -10.992  0.380
H: 4.861 -20.566 -7.457  0.379
H: 5.829 -22.039 -7.629  -0.484
H: 4.513 -21.703 -8.856  0.326
C: 5.670 -23.197 -12.723  -1.470
C: 6.549 -23.777 -11.680  1.340
O: 7.696 -23.484 -11.589  -0.451
C: 6.001 -24.732 -10.629  -1.026
H: 4.959 -22.436 -12.403  0.284
H: 5.143 -23.962 -13.294  0.399
H: 6.328 -22.588 -13.342  0.420
H: 5.615 -25.566 -11.215  0.516
H: 5.210 -24.156 -10.150  0.210
H: 6.643 -25.162 -9.860  0.138
O: 6.147 -23.309 -5.375  -0.607
C: 5.577 -23.859 -6.311  0.829
O: 6.155 -24.306 -7.421  -0.215
C: 7.546 -24.414 -7.575  -0.754
C: 8.088 -23.228 -8.360  -0.639
C: 4.088 -23.902 -6.423  -0.956
H: 7.643 -25.313 -8.185  0.467
H: 8.165 -24.528 -6.686  0.405
H: 9.158 -23.296 -8.558  0.362
H: 7.856 -22.267 -7.902  0.413
H: 7.622 -23.293 -9.343  0.110
H: 3.743 -24.935 -6.469  0.308
H: 3.837 -23.339 -7.322  0.220
H: 3.582 -23.395 -5.601  0.344